Record 1
This record from the OMol25 dataset describes a structure of composition C38H40N4O3SSiW. The level of theory is ωB97M-V/def2-TZVPD.

Geometry as XYZ:
```
88
Properties=species:S:1:pos:R:3:lowdin_charge:R:1
H 1.955 -3.332 4.042 0.1022
C -0.073 2.273 4.344 -0.1794
N -0.596 -1.918 1.526 -0.1460
H 3.493 -1.356 -3.161 0.0963
H -2.768 1.625 3.661 0.1071
H -1.123 3.622 -2.038 0.0728
C 2.584 0.055 -1.820 -0.2150
H 1.449 5.269 6.309 0.1003
H 1.023 3.113 7.448 0.1018
C -3.763 -0.885 -0.520 -0.1716
H -1.053 -5.003 0.102 0.0668
H 6.236 1.016 -0.893 0.0979
C -2.279 -2.657 0.080 -0.2703
H -1.936 0.049 -3.166 0.1108
C 2.851 1.044 -0.867 -0.0990
C -1.952 1.854 -4.310 -0.0828
H -5.490 -1.327 -1.656 0.0881
H 0.693 1.682 1.921 0.0233
C 0.241 2.161 5.694 -0.0323
C -0.603 -4.377 0.869 -0.0629
C 0.719 4.565 4.413 -0.0761
H 0.024 -5.267 -2.940 0.0975
H -0.761 -4.906 1.821 0.0794
H -2.846 -4.595 -0.759 0.0946
S 1.790 -0.058 2.786 1.0313
H -1.990 4.204 -0.592 0.0963
H -0.039 3.619 2.661 0.1056
C 1.021 -1.932 -4.598 -0.0967
C 1.405 -1.734 2.893 -0.6477
Si 0.798 -0.403 -2.182 0.5030
H 4.336 2.159 0.208 0.1008
C 1.026 4.436 5.762 -0.0945
H 5.804 -0.741 -2.580 0.0991
N 0.406 -2.358 2.349 0.0181
H 0.063 1.232 6.219 0.1001
C 3.669 -0.577 -2.425 -0.0828
H 1.775 2.189 -3.372 0.1008
H 1.282 -0.995 -5.081 0.1065
H 0.707 3.898 -4.788 0.1009
C -1.193 -3.002 0.819 -0.3171
C -1.346 0.892 -3.517 -0.0869
C 0.362 -3.166 -2.653 -0.0735
W -1.049 -0.020 0.689 1.5573
H 2.902 -1.961 4.212 0.0807
H 0.585 -5.204 -5.349 0.0980
H -0.040 -0.500 4.865 0.0664
H -1.368 -0.901 3.760 0.0732
C 5.219 0.749 -1.152 -0.0963
H 0.372 -3.353 2.529 0.1316
H -4.846 -3.774 -1.876 0.0979
H -2.999 1.759 -4.571 0.1031
C 0.004 0.989 -3.163 -0.2245
H 1.211 -3.062 -6.413 0.0991
C 0.127 3.056 -4.430 -0.1001
C -1.213 2.938 -4.772 -0.1017
H -3.965 0.175 -0.444 0.0954
C -1.987 1.541 2.901 -0.0512
C 4.976 -0.235 -2.098 -0.0903
C -0.649 1.118 3.528 -0.5578
C -1.012 4.007 -1.026 -0.0090
H -1.943 2.477 2.350 0.0831
H -1.682 3.687 -5.398 0.0997
C 0.977 -3.094 -5.355 -0.0911
H -1.663 0.125 5.169 0.0936
H -2.397 0.743 2.234 0.0564
O -0.298 3.040 -0.220 -0.0602
C -0.941 -0.114 4.385 -0.0760
O 0.060 -0.717 -0.778 -0.4060
H 0.096 -3.183 -1.600 0.0795
H 0.475 -4.371 0.662 0.0851
C 0.722 -1.949 -3.234 -0.2187
C 0.179 3.498 3.717 -0.0362
C -3.114 -3.550 -0.691 -0.0396
C -0.889 1.884 -0.053 -0.5662
C -4.226 -3.095 -1.303 -0.0974
H 2.028 1.554 -0.376 0.0883
C 0.624 -4.297 -4.758 -0.0957
H -0.396 4.899 -1.018 0.0969
N -2.601 -1.292 0.072 -0.1083
C 0.727 2.087 -3.632 -0.0898
H 0.903 5.502 3.901 0.1032
N 2.312 -2.500 3.597 0.0830
C 0.264 0.761 2.318 -0.5892
C -4.593 -1.713 -1.194 -0.1038
C 0.312 -4.331 -3.406 -0.0847
C 0.786 3.230 6.397 -0.0813
O -2.049 1.638 -0.453 -0.0745
C 4.152 1.391 -0.534 -0.0884
```

Summary:
**ΔE to the lowest compared entry with this formula, charge and spin**: 32.39 kcal per mole
**Net charge**: 0
**Orbital gap (alpha / beta)**: 0.2004 / 0.2120 hartree
**⟨S²⟩**: 2.02
**Spin multiplicity**: 3
**Highest occupied orbital energy (alpha / beta)**: -5.3268 / -5.6461 eV


Record 2
This record from the OMol25 dataset describes an isolated molecule of C5H7NO at a distorted geometry. The level of theory is ωB97M-V/def2-TZVPD.

Geometry as XYZ:
```
14
Properties=species:S:1:pos:R:3:lowdin_charge:R:1
H -0.032 -2.068 -0.300 0.1456
H 0.283 1.230 2.178 0.0889
H 0.210 -0.532 2.450 0.0842
N -1.402 -0.465 0.305 0.1115
C -0.045 0.111 0.441 -0.3912
C -0.348 -1.030 -0.469 -0.2200
H -0.562 0.127 -2.593 0.1196
H 0.793 -0.886 -1.955 0.1025
H 1.662 0.214 1.723 0.0871
C 0.302 0.988 -0.729 -0.3308
C 0.050 -0.151 -1.720 -0.0168
C 0.570 0.251 1.784 -0.0075
O 0.535 2.166 -0.799 0.1200
H -2.016 0.047 -0.318 0.1066
```

Summary:
**ΔE to the lowest compared entry with this formula, charge and spin**: 62.87 kcal per mole
**Net charge**: 0
**Orbital gap**: 0.3834 hartree
**Structure (SMILES)**: C[C@]12N[C@H]1CC2=O
**Highest occupied orbital energy**: -9.4946 eV


Record 3
This record from the OMol25 dataset describes an isolated molecule of C6H8O2 at a distorted geometry. The level of theory is ωB97M-V/def2-TZVPD.

Geometry as XYZ:
```
16
Properties=species:S:1:pos:R:3:lowdin_charge:R:1
H 0.880 1.098 -1.298 0.0448
H 1.301 0.967 1.474 0.1204
C -0.825 0.282 1.062 -0.4153
H -1.579 -1.088 -2.034 0.0794
H 1.188 -1.249 -1.915 0.1107
C -1.447 -0.197 -0.210 -0.2036
C 0.523 -0.994 -1.076 -0.1577
C -0.947 -0.837 -1.251 -0.0296
H 0.933 -1.641 -0.361 0.0841
C 0.460 1.037 0.739 -0.0936
H 0.343 2.164 0.520 0.1437
H 2.258 0.307 -0.476 0.1500
H -1.489 -0.617 2.557 0.1261
O -0.572 -0.363 2.295 0.0539
O -2.085 0.686 0.536 0.1586
C 1.059 0.444 -0.563 -0.1721
```

Summary:
**ΔE to the lowest compared entry with this formula, charge and spin**: 104.38 kcal per mole
**Net charge**: 0
**Orbital gap**: 0.3509 hartree
**Structure (SMILES)**: O[C@@]12CCCC=C1O2
**Highest occupied orbital energy**: -8.7885 eV


Record 4
This record from the OMol25 dataset describes a structure of composition C6H19ClN5O3V at a distorted geometry. The level of theory is ωB97M-V/def2-TZVPD.

Geometry as XYZ:
```
35
Properties=species:S:1:pos:R:3:lowdin_charge:R:1
C -5.393 -22.821 23.892 -0.0997
N -3.727 -13.891 22.300 0.2386
H -0.121 -19.100 23.023 0.0691
C -0.715 -20.962 22.901 -0.7709
Cl -1.530 -16.579 22.467 -0.0827
H 1.073 -20.266 23.491 0.1133
H -5.076 -20.620 25.362 0.1206
H -3.368 -14.802 22.547 0.0511
H -5.533 -23.117 24.932 0.0810
O -1.725 -13.134 22.195 -0.0620
H -6.312 -20.533 24.144 0.1178
H -4.313 -11.608 21.485 0.1387
H -5.946 -17.703 23.966 0.0786
H -4.868 -23.668 23.451 0.0846
C -4.452 -19.218 23.788 -0.4138
O -4.687 -21.600 23.618 -0.1967
N 0.151 -20.067 23.130 0.1508
C -2.895 -12.999 22.071 -0.8227
H -4.351 -17.034 24.039 0.0385
O -1.900 -20.769 22.637 0.0419
H -4.659 -13.564 22.509 0.1526
V -0.025 -14.500 22.752 1.1364
H -2.629 -11.146 21.655 0.1343
N -0.105 -22.128 23.004 0.1570
C -5.233 -20.485 24.292 -0.1799
H -5.175 -19.022 21.836 0.0688
H -3.886 -18.190 22.151 0.0061
H -6.377 -22.772 23.425 0.0817
C -4.937 -17.909 24.322 -0.0954
H -0.584 -22.997 22.816 0.1226
H -4.994 -17.842 25.409 0.0747
N -3.345 -11.858 21.625 0.2133
H 0.895 -22.065 23.132 0.1003
N -4.296 -19.095 22.329 0.0370
H -3.401 -19.352 24.048 0.1142
```

Summary:
**Net charge**: +1
**Orbital gap (alpha / beta)**: 0.1423 / 0.1527 hartree
**⟨S²⟩**: 3.76
**Spin multiplicity**: 4
**Highest occupied orbital energy (alpha / beta)**: -10.1642 / -10.1644 eV


Record 5
This record from the OMol25 dataset describes a structure of composition C32H30F3N7O2ReS2SeTe at a distorted geometry. The level of theory is ωB97M-V/def2-TZVPD.

Geometry as XYZ:
```
79
Properties=species:S:1:pos:R:3:lowdin_charge:R:1
C -6.661 0.347 1.942 -0.0318
N -2.323 4.641 3.076 0.1993
H 2.595 -6.181 -0.560 0.1162
S 1.207 -0.239 -1.224 0.7416
Te -2.137 -2.077 -0.056 1.4701
H 0.694 5.405 -1.984 0.1066
C -1.055 5.810 1.424 0.0253
F 2.156 0.517 -5.649 0.1501
O -0.151 2.308 -0.225 -0.2711
H -2.649 1.175 -5.067 0.1321
C 0.080 -3.969 -0.452 -0.2994
C 1.986 0.302 -4.326 -0.5792
H -5.956 1.703 0.377 0.1189
S -3.128 1.242 0.151 0.6440
C -1.847 0.815 -4.403 -0.0062
H -1.261 -2.678 2.424 0.0443
C -1.326 -3.189 1.483 -0.4053
C 1.915 -0.338 1.693 -0.7143
C 0.736 4.395 -1.529 0.0399
C -4.368 0.521 1.177 -0.5867
N -0.021 4.523 -0.246 -0.0266
F 2.530 -0.882 -4.018 0.1457
H 1.931 2.266 1.468 0.0418
N 2.934 0.469 1.362 -0.0651
C -0.471 3.400 0.376 -0.5003
H 1.659 -2.368 1.623 0.1148
C 1.906 -5.512 -0.060 -0.0744
H -2.632 3.716 3.353 0.1240
C -2.083 0.754 -3.034 -0.1028
C -5.690 0.955 1.130 -0.0554
Re -0.896 0.287 -0.025 0.7784
C 1.709 -5.468 1.315 -0.0578
H 2.274 -6.148 1.933 0.1121
H 6.202 -3.111 -0.425 0.1176
C -0.324 5.731 0.275 -0.0180
O -2.798 -0.842 2.147 -0.3850
C -1.489 4.590 2.034 -0.3331
C 3.633 -1.635 1.036 -0.1755
H -6.962 -1.109 3.487 0.1302
H 5.465 1.097 0.124 0.1216
N -1.096 0.395 -2.186 -0.1685
H -2.084 -3.973 1.592 0.0777
F 2.670 1.245 -3.656 0.1398
C 2.892 1.908 1.176 -0.0155
H -1.307 6.805 1.792 0.1269
H -0.375 -2.729 -2.178 0.0573
N -4.037 -0.452 2.028 -0.2473
C 0.490 0.309 -3.951 -0.0927
H -4.593 -1.835 3.505 0.1455
C 4.016 -0.310 0.881 -0.1620
C -6.249 -0.650 2.796 -0.0392
C -4.935 -1.045 2.861 0.0214
H 3.049 2.224 0.112 0.1107
H -7.677 0.715 1.950 0.1222
C 1.094 -4.797 -0.919 -0.0282
H 6.842 -0.753 -0.843 0.1284
H 0.569 -4.564 2.896 0.1167
H 4.152 -3.672 0.875 0.1051
C 5.171 0.061 0.221 0.0150
H -1.573 -4.036 -1.783 0.0734
C 4.394 -2.685 0.571 0.0246
H 0.044 6.632 -0.212 0.1479
C 5.929 -0.992 -0.275 -0.0542
H 3.676 2.359 1.805 0.1175
C 0.706 -4.631 1.840 -0.0383
H -2.619 5.384 3.661 0.1205
C -0.874 -3.292 -1.376 -0.3412
C 0.183 0.187 -2.597 -0.6087
Se 0.215 0.135 2.270 0.7811
H 0.159 3.706 -2.214 0.1147
N -1.137 3.391 1.528 0.1778
H 1.232 -4.905 -1.987 0.1253
H -3.056 1.049 -2.614 0.0942
N 2.323 -1.620 1.520 0.1517
H -0.253 0.766 -5.864 0.1409
C -0.527 0.616 -4.820 0.0298
C -0.095 -3.911 0.945 -0.2916
C 5.556 -2.310 -0.097 -0.0505
H 1.740 4.051 -1.375 0.0853
```

Summary:
**ΔE to the lowest compared entry with this formula, charge and spin**: 8.92 kcal per mole
**Net charge**: +2
**Orbital gap (alpha / beta)**: 0.2962 / 0.2559 hartree
**⟨S²⟩**: 3.79
**Spin multiplicity**: 4
**Highest occupied orbital energy (alpha / beta)**: -12.9558 / -13.1838 eV


What M values result from the calculations? In sequence: 844.76; 97.12; 112.13; 295.65; 1058.53 g mol⁻¹.